No. 1
DFT (the ωB97M-V functional and the def2-TZVPD basis) results for C4H5CeO2 as an isolated structure in a non-equilibrium geometry.

Computed properties:
- Energy relative to the best compared isomer or geometry (same formula, charge and spin): 11.7 kcal per mole
- Maximum force: 0.0632 Eh/bohr
- HOMO (alpha / beta): -0.5547 / -0.5545 Eh
- Spin multiplicity: 2
- E_LUMO (alpha / beta): -11.00 / -10.48 eV
- Frontier orbital gap (alpha / beta): 0.150 / 0.169 Eh
- Net charge: +2

Last column: Mulliken charge in e.
Positions of all 12 atoms, in Å:
1 Ce 0.89 3.43 -3.56  1.939
2 O -1.44 -1.55 1.79  -0.492
3 O 0.39 1.34 -2.53  -0.327
4 C -0.40 -1.66 0.83  -0.406
5 C 0.22 2.10 -1.51  -0.125
6 C 0.35 -0.40 0.77  -0.130
7 C 1.16 0.48 1.02  -0.136
8 H 0.29 -2.48 1.09  0.281
9 H -0.67 1.89 -0.87  0.385
10 H -0.81 -1.88 -0.17  0.268
11 H -1.96 -2.35 1.77  0.325
12 H 1.98 1.09 1.36  0.418



No. 2
DFT (the ωB97M-V functional and the def2-TZVPD basis) results for C4H6N2O in the gas phase.

Computed properties:
- Energy relative to the best compared isomer or geometry (same formula, charge and spin): 20.8 kcal per mole
- Maximum force: 0.0113 Eh/bohr
- HOMO: -0.2781 Eh
- SMILES string: Nc1cc[nH]c1O
- E_LUMO: 0.98 eV
- Frontier orbital gap: 0.314 Eh

Last column: Mulliken charge in e.
Positions of all 13 atoms, in Å:
1 O -1.60 1.37 0.70  -0.588
2 N -1.39 -0.85 -0.16  0.013
3 N 1.25 1.45 0.44  -0.644
4 C -0.87 0.35 0.20  -0.378
5 C -0.35 -1.66 -0.61  -0.645
6 C 0.48 0.34 -0.02  0.977
7 C 0.82 -0.95 -0.51  -0.569
8 H -0.93 2.07 0.82  0.337
9 H 1.77 1.14 1.24  0.238
10 H -0.55 -2.66 -0.96  0.403
11 H -2.36 -1.08 -0.12  0.198
12 H 1.91 1.79 -0.25  0.270
13 H 1.80 -1.32 -0.77  0.386



No. 3
DFT (the ωB97M-V functional and the def2-TZVPD basis) results for C22H17Br2NO7RhSi as an isolated structure in a non-equilibrium geometry.

Computed properties:
- Energy relative to the best compared isomer or geometry (same formula, charge and spin): 1.0 kcal per mole
- Maximum force: 0.0359 Eh/bohr
- HOMO (alpha / beta): -0.1136 / -0.1815 Eh
- Spin multiplicity: 5
- E_LUMO (alpha / beta): 1.58 / -0.25 eV
- Frontier orbital gap (alpha / beta): 0.172 / 0.172 Eh
- Net charge: -1

Last column: Mulliken charge in e.
Positions of all 51 atoms, in Å:
1 Rh 1.12 0.25 0.83  0.985
2 Br 1.59 0.65 -5.83  -0.151
3 Br 2.75 -4.67 -4.31  -0.224
4 Si -2.51 3.67 0.90  -0.149
5 O 4.54 -1.08 -0.60  -0.687
6 O -0.17 -0.97 5.58  -0.661
7 O 2.87 -0.84 0.86  -0.740
8 O 0.92 0.01 2.86  -0.865
9 O -2.34 -3.41 2.00  -0.731
10 O -2.13 -3.02 4.96  -0.597
11 O -0.42 -1.40 0.86  -0.422
12 N 1.27 0.46 -1.22  0.247
13 C 0.34 0.01 -3.36  -0.653
14 C 1.47 0.56 -3.95  0.337
15 C -0.43 -1.28 4.43  -0.059
16 C -1.53 -2.44 4.10  0.623
17 C 0.02 -0.87 3.15  0.918
18 C 1.75 -3.27 0.01  -0.208
19 C 2.36 0.98 -1.80  -0.291
20 C -1.83 5.29 1.54  -0.966
21 C 3.47 -1.42 -0.13  0.266
22 C 2.34 -4.09 -2.55  0.082
23 C 0.28 -0.02 -1.98  -0.434
24 C -3.19 3.92 -0.83  -0.966
25 C 3.05 -3.04 -2.00  -0.646
26 C 2.50 1.05 -3.17  -0.663
27 C 1.05 -4.32 -0.55  -0.540
28 C 2.74 -2.61 -0.71  0.350
29 C 1.34 -4.74 -1.84  -0.386
30 C -1.18 2.42 0.87  -0.893
31 C -0.28 1.59 0.85  0.879
32 C -1.60 -2.59 2.60  -0.401
33 C -0.69 -1.63 2.08  1.030
34 C -3.89 3.08 2.02  -0.967
35 H -0.47 -0.39 -3.95  0.462
36 H -3.99 4.66 -0.83  0.292
37 H -0.57 -0.43 -1.45  0.503
38 H -2.60 6.06 1.58  0.297
39 H -2.40 4.27 -1.50  0.300
40 H 3.84 -2.54 -2.54  0.568
41 H -3.52 2.93 3.04  0.320
42 H 0.27 -4.81 0.01  0.431
43 H 3.39 1.46 -3.61  0.473
44 H -1.42 5.16 2.54  0.307
45 H -1.02 5.65 0.90  0.302
46 H 3.15 1.32 -1.14  0.472
47 H 0.79 -5.55 -2.30  0.422
48 H 1.52 -2.93 1.01  0.515
49 H -4.70 3.81 2.06  0.289
50 H -3.58 2.98 -1.23  0.307
51 H -4.29 2.13 1.67  0.322



Which of these has the lowest energy relative to the best compared isomer or geometry (same formula, charge and spin)?
C22H17Br2NO7RhSi